1.
A 2-piece molecular cluster, C2H4ClNO4 overall at a distorted geometry. Source: the OMol25 dataset; level of theory: ωB97M-V/def2-TZVPD.

Atoms and positions in Å:
Cl 0.050 -2.692 -0.564
O 0.564 2.031 2.323
O 1.586 -0.670 -1.202
O 0.983 0.523 1.045
O -1.918 -0.992 -1.461
N -0.034 1.356 1.360
C -0.752 -0.384 -1.596
C 0.424 -0.988 -1.155
H 1.597 0.534 1.866
H -0.144 2.627 2.698
H -0.680 0.570 -2.184
H -1.675 -1.915 -1.130

Calculated values
- Kohn-Sham gap (alpha / beta) (eV) = 9.372 / 7.487
- E_HOMO (alpha / beta) (eV) = -8.73 / -8.48
- charge = 0
- energy above the lowest of the compared OMol25 structures with the same formula, charge and spin (kcal/mol) = 31.50


2.
One molecule with the formula C2H4ClNOS at a distorted geometry. Source: the OMol25 dataset; level of theory: ωB97M-V/def2-TZVPD.

Atoms and positions in Å:
Cl 1.849 -1.275 -0.390
S -1.840 -1.144 -0.044
O 0.444 1.940 -0.436
N -1.205 0.393 -0.199
C 1.111 -0.015 0.642
C 0.057 0.855 -0.087
H 0.658 -0.579 1.477
H -1.694 0.948 -0.993
H 1.909 0.671 1.091
H -1.289 -1.794 -1.060

Calculated values
- Kohn-Sham gap (eV) = 10.529
- structure (SMILES) = O=C(CCl)NS
- E_HOMO (eV) = -9.98
- charge = 0
- energy above the lowest of the compared OMol25 structures with the same formula, charge and spin (kcal/mol) = 9.02


3.
C2H4CrO4S as an isolated structure at a distorted geometry. Source: the OMol25 dataset; level of theory: ωB97M-V/def2-TZVPD.

Atoms and positions in Å:
Cr -0.280 1.650 -0.767
S 1.059 0.033 0.957
O -2.112 1.766 -0.545
O -0.441 -0.187 0.149
O 1.377 1.388 0.246
O 1.937 -1.036 0.420
C -2.842 1.089 0.408
C -1.874 0.059 0.905
H -2.207 -0.985 0.957
H -3.240 1.695 1.239
H -3.632 0.564 -0.161
H -1.663 0.265 1.965

Calculated values
- 2S+1 = 5
- Kohn-Sham gap (alpha / beta) (eV) = 7.831 / 9.059
- E_HOMO (alpha / beta) (eV) = -8.65 / -9.86
- charge = 0
- energy above the lowest of the compared OMol25 structures with the same formula, charge and spin (kcal/mol) = 0.00


4.
C2H4CuLiO2 as an isolated structure at a distorted geometry. Source: the OMol25 dataset; level of theory: ωB97M-V/def2-TZVPD.

Atoms and positions in Å:
Cu -0.025 -1.587 0.612
O 0.960 -0.573 -0.544
O -1.650 -1.868 1.170
C 0.643 0.731 -0.720
C -0.048 1.496 0.142
Li 1.796 -1.267 -2.047
H 1.071 1.200 -1.617
H -0.145 1.230 1.198
H -0.589 2.362 -0.238
H -2.013 -1.724 2.043

Calculated values
- 2S+1 = 2
- Kohn-Sham gap (alpha / beta) (eV) = 7.980 / 5.938
- E_HOMO (alpha / beta) (eV) = -12.72 / -12.65
- charge = +1
- energy above the lowest of the compared OMol25 structures with the same formula, charge and spin (kcal/mol) = 0.00


5.
C2H4EuO as an isolated structure at a distorted geometry. Source: the OMol25 dataset; level of theory: ωB97M-V/def2-TZVPD.

Atoms and positions in Å:
Eu 3.731 -0.143 0.337
O 1.296 0.185 0.379
C 0.250 -0.220 -0.107
C -1.111 0.109 0.228
H -1.491 -0.662 0.916
H 0.100 -0.370 -1.338
H -1.252 1.151 0.526
H -1.522 -0.050 -0.940

Calculated values
- 2S+1 = 8
- Kohn-Sham gap (alpha / beta) (eV) = 8.523 / 8.789
- E_HOMO (alpha / beta) (eV) = -18.64 / -18.66
- charge = +2
- energy above the lowest of the compared OMol25 structures with the same formula, charge and spin (kcal/mol) = 0.00


6.
One molecule with the formula C2H4F2O3 at a distorted geometry. Source: the OMol25 dataset; level of theory: ωB97M-V/def2-TZVPD.

Atoms and positions in Å:
F 1.552 -0.568 -1.673
F -0.607 -0.684 -1.972
O -0.482 1.846 1.257
O -0.056 -1.633 0.738
O -0.910 0.569 0.774
C 0.353 -0.073 -1.290
C 0.129 -0.315 0.350
H 1.097 -0.015 0.724
H -0.612 1.904 2.209
H -0.830 -2.066 0.331
H 0.367 1.035 -1.448

Calculated values
- Kohn-Sham gap (eV) = 11.316
- structure (SMILES) = OO[C@@H](O)C(F)F
- E_HOMO (eV) = -10.60
- charge = 0
- energy above the lowest of the compared OMol25 structures with the same formula, charge and spin (kcal/mol) = 80.93


7.
One molecule with the formula C2H4F2O3 at a distorted geometry. Source: the OMol25 dataset; level of theory: ωB97M-V/def2-TZVPD.

Atoms and positions in Å:
F 2.046 0.581 -1.054
F 2.022 -1.114 0.267
O -0.581 -1.349 0.307
O -0.980 0.859 -0.243
O 1.378 0.877 1.057
C -0.217 -0.256 -0.465
C 1.377 0.049 0.017
H 2.281 1.078 1.338
H -1.520 -1.536 0.181
H -0.205 -0.466 -1.540
H -0.833 1.165 0.665

Calculated values
- Kohn-Sham gap (eV) = 11.561
- structure (SMILES) = OC(O)C(O)(F)F
- E_HOMO (eV) = -10.94
- charge = 0
- energy above the lowest of the compared OMol25 structures with the same formula, charge and spin (kcal/mol) = 0.00


8.
A 3-piece molecular cluster, C2H4F2S overall at a distorted geometry. Source: the OMol25 dataset; level of theory: ωB97M-V/def2-TZVPD.

Atoms and positions in Å:
S 1.186 -0.149 -1.393
F -1.338 -0.422 -0.938
F -0.340 2.407 -0.816
C -0.110 -0.279 -0.419
C 0.055 -0.635 0.974
H -0.162 0.090 1.676
H 1.134 -0.928 1.107
H -0.536 -1.434 1.228
H 0.111 1.351 -1.419

Calculated values
- Kohn-Sham gap (eV) = 9.319
- E_HOMO (eV) = -10.47
- charge = 0
- energy above the lowest of the compared OMol25 structures with the same formula, charge and spin (kcal/mol) = 57.47


9.
C2H4F2Si as an isolated structure at a distorted geometry. Source: the OMol25 dataset; level of theory: ωB97M-V/def2-TZVPD.

Atoms and positions in Å:
Si 1.465 0.052 -0.452
F 2.139 1.158 0.485
F 2.422 -1.203 -0.214
C -0.706 -0.532 0.478
C -1.721 0.261 0.227
H -2.720 0.064 0.599
H 1.491 0.476 -1.816
H -1.627 1.164 -0.352
H -0.744 -1.440 1.044

Calculated values
- Kohn-Sham gap (eV) = 11.066
- E_HOMO (eV) = -10.03
- charge = 0
- energy above the lowest of the compared OMol25 structures with the same formula, charge and spin (kcal/mol) = 29.97


10.
C2H4F3MnO4S as an isolated structure at a distorted geometry. Source: the OMol25 dataset; level of theory: ωB97M-V/def2-TZVPD.

Atoms and positions in Å:
Mn 0.700 -0.683 -2.337
S 1.749 -3.722 -2.293
F 3.797 -3.684 -0.663
F 4.295 -3.517 -2.751
F 3.686 -5.423 -1.941
O 1.701 -2.260 -2.080
O -1.091 -0.700 -2.224
O 1.455 -4.292 -3.578
O 0.878 -4.501 -1.181
C 0.611 -3.938 0.136
C 3.532 -4.123 -1.872
H 1.524 -3.552 0.599
H -0.114 -3.126 0.029
H -1.701 -1.383 -1.849
H 0.198 -4.773 0.705

Calculated values
- 2S+1 = 6
- Kohn-Sham gap (alpha / beta) (eV) = 9.372 / 9.662
- E_HOMO (alpha / beta) (eV) = -14.40 / -15.22
- charge = +1


11.
A 2-piece molecular cluster, C2H4F3N overall at a distorted geometry. Source: the OMol25 dataset; level of theory: ωB97M-V/def2-TZVPD.

Atoms and positions in Å:
F -1.641 -1.226 1.028
F -0.331 -3.010 0.534
F 1.687 0.133 -1.241
N -1.196 -2.028 -0.025
C 0.085 1.385 -0.225
C 1.022 0.312 -0.131
H 0.092 1.913 0.705
H 0.333 1.988 -1.026
H 0.965 -0.483 0.690
H -1.016 1.015 -0.309

Calculated values
- Kohn-Sham gap (alpha / beta) (eV) = 12.591 / 6.070
- E_HOMO (alpha / beta) (eV) = -11.73 / -7.55
- charge = 0
- energy above the lowest of the compared OMol25 structures with the same formula, charge and spin (kcal/mol) = 172.90


12.
One molecule with the formula C2H4FIO at a distorted geometry. Source: the OMol25 dataset; level of theory: ωB97M-V/def2-TZVPD.

Atoms and positions in Å:
I 2.040 -2.268 0.402
F 1.397 0.303 1.685
O 0.601 0.475 -0.402
C -0.778 0.313 -0.043
C 1.572 0.032 0.378
H -1.084 -0.700 -0.080
H -1.287 0.721 -1.007
H -1.021 0.832 0.927
H 2.428 0.554 0.052

Calculated values
- Kohn-Sham gap (eV) = 9.694
- structure (SMILES) = CO[C@@H](F)I
- E_HOMO (eV) = -9.52
- charge = 0
- energy above the lowest of the compared OMol25 structures with the same formula, charge and spin (kcal/mol) = 8.54


13.
One molecule with the formula C2H4FIO at a distorted geometry. Source: the OMol25 dataset; level of theory: ωB97M-V/def2-TZVPD.

Atoms and positions in Å:
I -3.842 0.198 -0.027
F -2.047 -2.206 0.138
O -0.979 -0.233 0.766
C -1.865 -0.718 -0.096
C -0.156 0.832 0.290
H -0.854 1.665 -0.018
H 0.598 1.032 1.232
H -1.440 -0.719 -1.193
H 0.553 0.761 -0.504

Calculated values
- Kohn-Sham gap (eV) = 10.177
- structure (SMILES) = CO[C@@H](F)I
- E_HOMO (eV) = -9.96
- charge = 0
- energy above the lowest of the compared OMol25 structures with the same formula, charge and spin (kcal/mol) = 23.97


14.
One molecule with the formula C2H4FIO at a distorted geometry. Source: the OMol25 dataset; level of theory: ωB97M-V/def2-TZVPD.

Atoms and positions in Å:
I -2.972 0.282 -0.361
F -1.235 -1.908 0.582
O -0.054 -0.459 -0.725
C 0.426 0.493 0.258
C -1.145 -1.192 -0.542
H -0.312 1.175 0.394
H -1.469 -1.589 -1.520
H 1.144 0.884 -0.340
H 0.670 -0.108 1.076

Calculated values
- Kohn-Sham gap (eV) = 9.661
- structure (SMILES) = CO[C@@H](F)I
- E_HOMO (eV) = -9.31
- charge = 0
- energy above the lowest of the compared OMol25 structures with the same formula, charge and spin (kcal/mol) = 14.69


15.
C2H4FN as an isolated structure at a distorted geometry. Source: the OMol25 dataset; level of theory: ωB97M-V/def2-TZVPD.

Atoms and positions in Å:
F 1.912 1.557 -0.039
N 1.556 0.343 0.422
C 0.139 0.278 0.680
C 0.039 -0.273 -0.652
H -0.524 1.200 0.913
H -0.108 -1.359 -0.988
H 0.114 -0.451 1.455
H 0.018 0.516 -1.312

Calculated values
- Kohn-Sham gap (eV) = 9.775
- E_HOMO (eV) = -9.27
- charge = 0
- energy above the lowest of the compared OMol25 structures with the same formula, charge and spin (kcal/mol) = 103.72


16.
A 3-piece molecular cluster, C2H4FN2O4 overall at a distorted geometry. Source: the OMol25 dataset; level of theory: ωB97M-V/def2-TZVPD.

Atoms and positions in Å:
F 1.209 0.223 -1.836
O 0.901 3.373 0.652
O -2.398 0.957 -0.500
O -1.414 2.722 -1.233
O 0.812 1.919 2.223
N 0.575 2.270 1.064
N -1.428 1.723 -0.515
C 0.101 -0.178 0.402
C -0.004 1.301 0.186
H 1.276 0.151 0.522
H 0.799 1.168 -1.200
H -0.539 -0.627 -0.368
H 0.038 -0.467 1.464

Calculated values
- Kohn-Sham gap (eV) = 8.373
- E_HOMO (eV) = -4.68
- charge = -1
- energy above the lowest of the compared OMol25 structures with the same formula, charge and spin (kcal/mol) = 47.40


17.
A 2-piece molecular cluster, C2H4FNO overall at a distorted geometry. Source: the OMol25 dataset; level of theory: ωB97M-V/def2-TZVPD.

Atoms and positions in Å:
F 2.909 -2.240 -1.042
O 0.689 -2.046 -3.625
N 1.437 -2.115 -2.712
C 2.422 -1.836 -2.134
C -0.184 -0.074 -0.260
H 1.013 0.028 -0.366
H -0.902 0.457 -1.013
H -0.435 -1.146 -0.170
H -0.531 0.449 0.589

Calculated values
- Kohn-Sham gap (eV) = 9.279
- structure (SMILES) = [O-][N+]#CF.C
- E_HOMO (eV) = -10.10
- charge = 0
- energy above the lowest of the compared OMol25 structures with the same formula, charge and spin (kcal/mol) = 127.46


18.
A 2-piece molecular cluster, C2H4FNO2 overall at a distorted geometry. Source: the OMol25 dataset; level of theory: ωB97M-V/def2-TZVPD.

Atoms and positions in Å:
F -0.506 -0.283 1.938
O -2.833 1.136 3.145
O -2.665 1.073 0.880
N -0.112 0.198 -0.255
C 0.617 -0.023 1.118
C -2.770 1.141 2.016
H -0.458 1.154 -0.205
H 1.011 -0.980 1.019
H -0.776 -0.542 -0.522
H 0.656 0.160 -0.741

Calculated values
- Kohn-Sham gap (eV) = 7.801
- E_HOMO (eV) = -7.35
- charge = 0
- energy above the lowest of the compared OMol25 structures with the same formula, charge and spin (kcal/mol) = 63.12


19.
One molecule with the formula C2H4FNO2 at a distorted geometry. Source: the OMol25 dataset; level of theory: ωB97M-V/def2-TZVPD.

Atoms and positions in Å:
F -1.006 1.891 0.209
O 1.043 0.333 2.360
O -0.332 1.984 2.570
N 0.244 1.138 1.934
C -0.225 -0.347 -0.123
C 0.058 1.121 0.485
H 0.028 -0.422 -1.222
H 0.606 -1.084 0.150
H -1.239 -0.610 0.211
H 0.983 1.407 -0.008

Calculated values
- Kohn-Sham gap (eV) = 11.490
- structure (SMILES) = C[C@@H](F)[N+](=O)[O-]
- E_HOMO (eV) = -11.51
- charge = 0
- energy above the lowest of the compared OMol25 structures with the same formula, charge and spin (kcal/mol) = 82.67


20.
C2H4FNO3 as an isolated structure at a distorted geometry. Source: the OMol25 dataset; level of theory: ωB97M-V/def2-TZVPD.

Atoms and positions in Å:
F -0.465 1.855 0.110
O -1.597 -1.302 0.687
O 1.945 -0.412 -0.639
O -2.755 0.127 -0.447
N -1.832 -0.330 0.087
C 0.905 -0.068 0.319
C -0.291 0.600 -0.388
H 1.255 0.663 0.978
H 2.588 -0.874 -0.098
H -0.401 0.601 -1.526
H 0.648 -0.859 0.918

Calculated values
- Kohn-Sham gap (eV) = 10.689
- E_HOMO (eV) = -10.16
- charge = 0
- energy above the lowest of the compared OMol25 structures with the same formula, charge and spin (kcal/mol) = 47.16


Number 1: DFT total energy -24335.98763 eV. Number 2: DFT total energy -29033.62844 eV. Number 3: DFT total energy -49583.25855 eV. Number 4: DFT total energy -51070.16366 eV. Number 5: DFT total energy -23495.67584 eV. Number 6: DFT total energy -13712.83474 eV. Number 7: DFT total energy -13716.34438 eV. Number 8: DFT total energy -18406.70031 eV. Number 9: DFT total energy -15452.67049 eV. Number 10: DFT total energy -60628.25828 eV. Number 11: DFT total energy -11774.37068 eV. Number 12: DFT total energy -15003.39433 eV. Number 13: DFT total energy -15002.72555 eV. Number 14: DFT total energy -15003.12772 eV. Number 15: DFT total energy -6341.50178 eV. Number 16: DFT total energy -16019.79920 eV. Number 17: DFT total energy -8388.72004 eV. Number 18: DFT total energy -10438.80118 eV. Number 19: DFT total energy -10437.95372 eV. Number 20: DFT total energy -12484.29720 eV.